Formula: C43H41CaN8OP2SSe2
Source: the Open Molecules 2025 dataset
Level of theory: ωB97M-V/def2-TZVPD

Maximum force, eV Å⁻¹: 0.87
Charge: +1
LUMO level, eV: -2.99
Energy above the lowest of the compared OMol25 structures with the same formula, charge and spin, eV: 0.223
HOMO-LUMO gap, eV: 6.2
Highest occupied orbital energy, Eh: -0.339

Cartesian coordinates (Å):
Se 0.03479 -2.42198 -5.48181
Se 1.03261 1.30946 1.41045
Ca -1.54485 -0.07296 1.40429
S -1.58398 0.71337 4.87869
P 1.14494 -1.34696 -4.07492
P 1.24182 1.36562 -0.76788
O -1.30695 -2.20516 1.91860
N -3.95368 0.60965 1.14986
N -0.92444 -0.04351 -0.87691
N -1.05579 -1.41013 -2.53882
N -0.22887 -3.87447 3.04834
N -1.66913 -0.96918 -1.46520
N -2.06171 -4.34680 1.67680
N -2.60781 0.69112 3.50934
N -4.04420 2.39500 4.27232
C 3.19011 -3.87010 -1.61170
C -2.11051 3.37398 7.85346
C -3.63072 1.45637 3.38643
C -3.38245 2.71886 5.47902
C 1.88376 1.82679 -6.49703
C -6.49385 1.64644 0.91269
C -3.87953 3.73793 6.27453
C -4.48231 1.30212 2.16124
C 0.14177 4.39546 -3.24545
C 0.13298 -0.77605 -2.67061
C 3.81791 2.10764 -1.47937
C -2.24620 2.02449 5.86450
C -5.93690 0.93478 -0.13154
C 3.11932 2.30329 -6.07317
C 4.62420 -3.37625 -3.47907
C 1.97030 0.09988 -4.81462
C 2.22237 -3.02089 -2.12872
C 0.13711 5.50046 -2.40349
C 2.96816 1.05749 -1.13986
C 2.45794 -2.33557 -3.31694
C -3.24364 4.06652 7.46545
C 5.15971 1.84856 -1.71901
C 0.51362 -2.83525 3.75904
C 0.21610 0.13312 -1.58439
C 3.78433 1.66688 -5.03514
C 5.64535 0.54908 -1.63177
C 3.46222 -0.23584 -1.01003
C 1.31572 0.72610 -5.87600
C 0.78454 2.99498 -1.39921
C 0.54700 -5.07957 2.75536
C 3.21437 0.56577 -4.40880
C -1.20187 -3.43417 2.19296
C 4.39590 -4.04222 -2.28101
C 0.45260 5.35210 -1.05822
C 0.77444 4.10119 -0.55377
C -2.41148 -5.58111 2.36587
C 0.46613 3.14274 -2.74648
C -5.75852 1.84079 2.07993
C -1.61256 2.35585 7.05084
C 4.79862 -0.49333 -1.27336
C -2.95663 -3.92646 0.59798
C -4.65312 0.43188 0.02967
C 3.65336 -2.53472 -4.00197
H -0.10619 4.50382 -4.29493
H 0.44920 6.21311 -0.39803
H -2.43775 -3.28138 -0.09897
H -4.77196 4.27779 5.96355
H -7.49763 2.05012 0.83424
H 1.10224 -3.30684 4.54713
H 2.80522 -1.04607 -0.71637
H 2.99911 -4.40787 -0.68790
H 1.36937 2.30273 -7.32616
H 5.17561 -1.50783 -1.20226
H 5.15168 -4.70789 -1.87800
H -3.29085 -4.81542 0.06528
H -3.49577 -5.63026 2.47554
H 1.18343 -2.28288 3.09746
H -6.21916 2.37202 2.89960
H 0.01564 -5.72683 2.06714
H 5.82797 2.66249 -1.98533
H 5.55642 -3.52269 -4.01568
H 3.82560 -2.03796 -4.95165
H -4.15421 -0.12949 -0.75909
H -4.78865 2.99906 4.00444
H -0.11618 6.48040 -2.79363
H 1.01571 3.97956 0.49492
H 1.27546 -2.89775 -1.61384
H -3.83433 -3.40026 0.98301
H 1.50297 -4.80298 2.29732
H 0.37001 0.31984 -6.22297
H 3.43397 3.11838 -1.57900
H 0.74944 -5.63134 3.67241
H -2.08431 -6.46210 1.81025
H 0.46012 2.28607 -3.41151
H -6.47127 0.76279 -1.05731
H 4.76091 2.01531 -4.71497
H 3.76064 0.06411 -3.61881
H -3.63666 4.86459 8.08430
H -1.60484 3.62212 8.78001
H -0.71974 1.81655 7.35426
H -1.96710 -5.59653 3.35733
H 3.56924 3.15863 -6.56739
H 6.69032 0.34787 -1.83606
H -0.17611 -2.13608 4.22024

Atoms 1-6, force components in eV/Å:
0.00 -0.06 0.00
-0.02 -0.06 -0.34
0.02 -0.14 -0.16
-0.16 -0.06 -0.15
0.06 0.08 -0.19
0.07 -0.08 0.38

=====

Formula: C15H23N3O4S2
Source: the Open Molecules 2025 dataset
Level of theory: ωB97M-V/def2-TZVPD

Maximum force, eV Å⁻¹: 0.86
Structure (SMILES): CCCc1cc(=O)[nH]c(SCC(=O)N(CC)[C@H]2CCS(=O)(=O)C2)n1
LUMO level, eV: 0.35
Energy above the lowest of the compared OMol25 structures with the same formula, charge and spin, eV: 0.202
HOMO-LUMO gap, eV: 9.3
Highest occupied orbital energy, Eh: -0.330

Cartesian coordinates (Å):
S -2.38079 -2.73617 1.93208
S 2.98775 -1.05778 -0.36301
O -1.23985 -3.52423 1.54637
O -0.77720 -1.11155 -1.01158
O -3.42065 -3.40839 2.66003
O 4.42055 3.41779 -1.78698
N 1.36707 0.96071 -0.83098
N 3.63227 1.38620 -1.16123
N -0.11885 -0.77957 1.13863
C 1.36931 -1.87549 -0.51359
C 3.45344 2.73846 -1.52749
C -0.36867 2.57764 -1.25136
C 2.06722 3.12210 -1.54090
C -0.64320 1.24518 -3.39078
C -2.62751 -0.38490 0.75634
C 0.07132 -1.16349 -0.14251
C 0.97904 -0.70604 2.09552
C -0.89353 2.57704 -2.69454
C -3.05149 -1.82210 0.50859
C -1.40511 -0.34973 1.69329
C 1.44160 -2.06745 2.63481
C -1.79819 -1.26516 2.84603
C 2.59863 0.58277 -0.83891
C 1.08739 2.23921 -1.20806
H 1.44906 -2.78917 0.07501
H -0.41144 3.38131 -3.25445
H 0.64175 -0.07366 2.91876
H 1.59810 -2.01766 3.70937
H 1.26603 -2.13869 -1.56775
H 2.38135 -2.37065 2.18069
H -2.64143 -0.87536 3.40749
H -3.42466 0.15836 1.26944
H -0.90656 1.82425 -0.67644
H -1.27403 0.68597 2.04203
H 1.81414 -0.18210 1.62845
H -0.99389 -1.54742 3.51214
H -1.96570 2.78239 -2.66787
H 0.69574 -2.83152 2.42627
H 1.83987 4.13534 -1.82842
H -0.97814 0.41780 -2.77004
H -0.53376 3.56078 -0.80653
H 4.58373 1.03693 -1.14724
H -1.17055 1.20877 -4.34098
H -2.59875 -2.22719 -0.39052
H -2.41367 0.11767 -0.18424
H 0.41865 1.11087 -3.58583
H -4.12634 -1.96208 0.50091

Atoms 1-6, force components in eV/Å:
-0.34 -0.07 0.42
0.27 -0.24 0.03
0.25 0.05 -0.34
-0.19 -0.19 -0.23
-0.31 0.16 0.11
0.23 0.17 -0.07

=====

Formula: C14H24N3O7
Source: the Open Molecules 2025 dataset
Level of theory: ωB97M-V/def2-TZVPD

Maximum force, eV Å⁻¹: 1.98
Charge: -1
LUMO level, eV: 2.68
HOMO-LUMO gap, eV: 6.7
Highest occupied orbital energy, Eh: -0.150

Cartesian coordinates (Å):
O 0.65880 0.70999 -1.29037
O -3.10489 -2.18416 1.47045
O 0.81418 -1.02673 -2.66877
O 4.37424 2.87755 -2.46673
O 4.91964 4.79035 -1.39298
O -4.68145 -2.67912 -2.66922
O 3.74681 1.44023 0.40514
N 3.66080 1.23806 3.26174
N -4.34747 -1.41773 -0.23120
N -3.22177 -3.98448 -1.52350
C 4.26366 3.18376 1.92568
C -4.73459 -5.00369 -3.09293
C -3.34237 -2.14608 0.26421
C -5.22242 -0.56117 0.56096
C 3.15230 3.56353 -0.45662
C -2.49035 -2.99263 -0.70421
C 3.45638 2.67667 3.12057
C -1.56222 -2.14808 -1.59619
C 3.93260 3.33471 4.41068
C -0.64765 -1.21759 -0.78055
C 4.23088 3.78686 -1.48457
C -4.20421 -3.77224 -2.40000
C 0.35811 -0.45071 -1.65382
C 3.71252 2.64468 0.60536
H 2.29153 3.08018 -0.92954
H 3.80294 4.41979 4.35620
H -4.63217 0.24230 1.00446
H 4.23891 4.27611 1.90288
H 2.82470 4.50988 -0.02698
H -0.09776 -1.81883 -0.05213
H -0.94819 -2.83457 -2.18098
H -4.50621 -1.48692 -1.23238
H 2.39315 2.89691 2.96225
H -2.91432 -4.93633 -1.42874
H -1.82607 -3.55925 -0.05155
H -5.54884 -4.71057 -3.75399
H -1.26699 -0.50490 -0.23078
H -5.67964 -1.14633 1.36023
H 2.96774 0.82765 3.88463
H -3.93324 -5.45227 -3.67637
H 5.30873 2.87724 2.02553
H -6.00038 -0.13562 -0.07343
H -5.09988 -5.70863 -2.34936
H 3.35620 2.95827 5.26108
H 4.99122 3.11524 4.58158
H 5.10102 3.18693 -3.02110
H -2.16054 -1.54609 -2.28157
H 3.61651 0.78786 2.33692

Atoms 1-6, force components in eV/Å:
-0.32 0.13 0.54
0.12 0.03 -0.27
-0.37 -0.58 0.16
-0.44 0.28 0.84
0.03 -0.81 -0.54
-0.04 0.43 -0.01

=====

Formula: C51H53N11O2
Source: the Open Molecules 2025 dataset
Level of theory: ωB97M-V/def2-TZVPD

Maximum force, eV Å⁻¹: 4.27
Structure (SMILES): C[N+](=O)[O-].c1ccncc1.c1ccncc1.c1ccncc1.c1ccncc1.c1ccncc1.c1ccncc1.c1ccncc1.c1ccncc1.c1ccncc1.c1ccncc1
LUMO level, eV: 0.50
Energy above the lowest of the compared OMol25 structures with the same formula, charge and spin, eV: 0.308
HOMO-LUMO gap, eV: 10.0
Highest occupied orbital energy, Eh: -0.351

Cartesian coordinates (Å):
O 13.68554 17.10115 9.80944
O 13.16438 16.24710 11.72375
N 17.18691 17.07441 13.66185
N 13.56534 17.16802 11.00466
N 19.56474 15.63444 18.83581
N 12.65600 7.63496 15.61457
N 17.48511 14.04342 8.15503
N 12.03529 18.59828 14.24514
N 12.93948 13.96015 17.85164
N 6.73752 12.22241 14.26551
N 16.87656 11.97898 15.95213
N 13.19791 10.15781 9.09978
N 14.29324 12.73020 12.37074
C 12.13176 19.51207 15.21950
C 8.36754 12.35440 16.08196
C 13.95185 13.01307 13.60143
C 12.03289 13.28042 11.74351
C 13.70750 11.68326 17.64043
C 8.96090 11.38336 13.99129
C 12.22779 8.62208 14.88257
C 11.74264 13.47815 18.22000
C 19.54312 15.72292 15.98269
C 13.02248 9.52663 14.21496
C 16.70539 15.87604 13.25855
C 12.67032 13.43480 14.03243
C 13.24576 12.74730 11.48566
C 18.51689 15.99265 18.14090
C 11.87808 10.16713 9.34505
C 12.14176 8.58383 11.08620
C 7.16026 12.67727 15.46290
C 17.10136 11.72074 7.89735
C 17.36700 16.34664 11.01225
C 17.63830 12.09134 17.02108
C 20.64649 15.28904 16.68848
C 14.01766 9.29608 9.80284
C 16.76009 15.53139 11.91849
C 17.94832 17.54213 11.43938
C 12.14733 16.86006 15.93382
C 11.66066 13.52720 13.09436
C 12.13485 17.30055 14.60564
C 17.78312 17.85087 12.77937
C 12.18197 19.11892 16.55689
C 20.62419 15.35427 18.04835
C 18.80936 12.19681 14.61083
C 14.40758 9.44550 14.34441
C 18.48242 16.05104 16.80326
C 15.34203 13.29869 7.45798
C 9.31115 11.68093 15.30085
C 18.95649 12.40532 16.91157
C 12.21132 17.80005 16.93618
C 19.62876 12.42011 15.67285
C 13.88639 13.08795 17.60447
C 13.98120 18.45634 11.69754
C 11.39482 12.12175 18.20947
C 12.42772 11.19174 17.88358
C 7.65896 11.60900 13.54607
C 11.28330 9.35189 10.30984
C 13.98283 7.49536 15.59342
C 14.84746 8.37436 14.99363
C 15.82852 11.98189 7.46518
C 17.45668 12.06232 14.77554
C 13.49230 8.53563 10.80274
C 16.22014 14.26810 7.80884
C 17.87565 12.78898 8.17302
H 15.02072 9.45469 9.52464
H 12.22925 15.77680 16.17533
H 15.16188 11.17182 7.26756
H 18.32409 18.73052 13.18969
H 17.51158 10.72502 8.04523
H 14.74426 13.02080 14.34492
H 11.80144 8.10947 11.99495
H 19.30277 12.23140 13.64942
H 16.33913 15.26243 14.07810
H 9.73864 11.02441 13.32659
H 10.43690 11.84970 18.59154
H 16.15941 14.65959 11.66681
H 18.37430 18.27051 10.76306
H 10.28593 11.50707 15.72540
H 10.65214 13.95282 13.34554
H 21.60789 15.20943 18.44541
H 15.94587 8.25788 15.02913
H 16.78349 12.08401 13.94660
H 15.83164 15.28327 7.94552
H 11.16997 10.76486 8.66645
H 12.48700 13.58104 15.08854
H 12.15972 19.89610 17.29104
H 12.02020 17.50565 17.98911
H 12.01137 16.60178 13.76375
H 6.43394 13.19258 16.02225
H 8.54335 12.71064 17.10258
H 17.57154 16.35468 16.34124
H 14.93023 10.23420 13.80261
H 19.54165 12.59789 17.82433
H 17.64342 16.30666 18.65737
H 12.51772 10.35350 13.65640
H 14.31742 6.59268 16.11286
H 14.47264 18.19631 12.65166
H 13.08426 18.96823 11.81329
H 7.46922 11.33468 12.53948
H 11.20288 13.41343 11.01138
H 14.14071 7.99166 11.49166
H 11.05652 14.26096 18.49570
H 12.12066 20.59666 15.04898
H 10.26219 9.40274 10.46343
H 19.46914 15.70016 14.93522
H 17.18002 12.04678 17.98672
H 12.21314 10.14888 18.01653
H 14.85532 13.50735 17.29375
H 11.14776 8.78875 14.91092
H 20.65277 12.81395 15.53727
H 18.93040 12.60540 8.54575
H 14.29299 13.42655 7.34603
H 14.61913 11.05444 17.44011
H 21.48453 14.92950 16.18450
H 14.70643 18.90795 11.01665
H 17.50686 16.05561 9.97469
H 13.46889 12.54767 10.44953

Atoms 1-6, force components in eV/Å:
-0.11 0.05 -0.45
0.26 0.96 -0.82
-0.08 -1.11 0.73
0.33 -0.79 1.61
2.06 -0.05 -0.18
1.10 -0.97 0.21